1.
C30H44N4OP2SiZr | the ωB97M-V functional and the def2-TZVPD basis

```
83
C30H44N4OP2SiZr | OMol25 | the ωB97M-V functional and the def2-TZVPD basis
Zr -0.0609 0.9772 -2.8961
P 1.2377 2.1906 0.7103
P -1.7539 2.1481 -0.9870
Si 0.1472 -1.0250 0.4068
O -0.1044 -0.0631 -0.9293
N -2.6526 1.8256 0.4229
N 2.7669 2.7392 1.3883
N -3.2666 2.1474 -2.0981
N 1.9090 1.8213 -0.9703
C 1.5659 2.3409 -2.1960
C 4.8079 2.4734 2.3563
C 0.2835 5.4033 -3.6719
C -0.7833 -2.6831 0.2595
C -3.5463 0.7205 0.5250
C -0.8769 3.1246 -4.0542
C -0.9054 4.6336 -4.2132
C -4.4674 1.0191 1.5117
C 1.6149 4.7794 -4.0054
C -4.4071 2.9502 -2.0465
C -4.5623 1.6366 -3.9112
C -0.5417 2.1716 -4.9840
C 2.1355 1.5004 -3.2475
C 4.8922 3.5278 1.4118
C 0.4496 3.7350 0.2334
C -0.5693 -1.0994 -3.4351
C -0.0598 2.6860 -6.3172
C 1.9703 -1.4405 0.8016
C 1.8510 4.0750 -5.1327
C -4.1041 2.2779 2.0961
C 0.9073 3.8879 -6.2844
C 2.7619 0.4329 -2.5462
C -2.9694 2.7222 1.4596
C 3.6504 3.6878 0.8226
C -3.4026 1.3241 -3.2214
C 3.5092 2.0061 2.3317
C -0.9413 3.7499 -0.5098
C -5.1984 2.6629 -3.1573
C -0.4965 -0.1899 2.0043
C 2.6998 0.7301 -1.1965
H -1.8064 4.9933 -3.6960
H 0.2472 4.1688 1.2299
H -0.8336 4.3344 -1.4375
H 0.2487 6.4450 -4.0415
H 3.0994 0.1539 -0.4075
H -2.3443 3.5679 1.6758
H -2.7104 0.5413 -3.4206
H 3.0419 1.2960 2.9608
H 3.2603 4.4077 0.1286
H 2.3860 -1.8909 -0.1006
H -0.5606 -3.3311 1.1175
H -3.3832 -0.1386 -0.1039
H -1.3142 -1.4144 -2.6872
H 0.4063 1.8830 -6.8936
H -4.5979 3.5428 -1.1450
H 5.7679 4.1121 1.1565
H 0.1969 5.5260 -2.5853
H -0.9522 -1.2327 -4.4479
H -5.3151 0.3976 1.7698
H -0.9185 2.9995 -6.9383
H -4.6355 2.7927 2.8689
H -1.4606 2.8600 -3.1388
H 1.5349 3.8036 -7.1784
H -1.0338 1.1739 -5.0070
H -0.6392 -0.9782 2.7687
H 2.0592 -2.1730 1.6127
H 1.2072 4.3650 -0.2689
H 1.0768 3.2989 -2.2680
H 0.1945 0.5848 2.3658
H 2.8759 3.7585 -5.3365
H 2.3285 1.7865 -4.2829
H 5.6231 2.1229 2.9697
H -1.1378 4.9214 -5.2430
H 2.6058 -0.5977 1.1084
H -1.8675 -2.5358 0.1920
H 2.4735 5.0351 -3.3549
H 0.3285 -1.7108 -3.2900
H 3.2230 -0.4501 -2.9489
H -0.4921 -3.2104 -0.6561
H -4.9629 1.1306 -4.7716
H -1.4447 0.3260 1.8198
H 0.3754 4.8159 -6.5153
H -1.6013 4.3630 0.1211
H -6.1727 3.0819 -3.3726
```

- Energy relative to the best compared isomer or geometry (same formula, charge and spin): 0.0 kcal/mol
- Charge: +2
- Lowest unoccupied orbital energy: -7.448 eV
- HOMO-LUMO gap: 6.03 eV
- Energy: -67549.92788 eV

Mulliken atomic charge list, values in e, 6 entries: atom 1 (Zr): -0.38, atom 2 (P): 0.16, atom 3 (P): 0.94, atom 4 (Si): 1.21, atom 5 (O): -1.44, atom 6 (N): 1.72

=====

2.
C30H44N8O7S | the ωB97M-V functional and the def2-TZVPD basis

```
90
C30H44N8O7S | OMol25 | the ωB97M-V functional and the def2-TZVPD basis
S -0.7855 -1.6246 -1.8149
O -6.1080 -0.3237 -0.5030
O -3.5214 2.2888 -2.0804
O 2.4439 0.5537 -1.1218
O -5.3962 1.7445 -0.9501
O 0.1520 -2.5065 -2.4660
O -2.3069 -2.0541 -2.1111
O -0.5939 -0.2879 -2.3197
N 3.6727 3.2060 -3.2015
N -0.2857 -2.6159 7.7418
N -6.6417 -1.2122 1.1526
N -2.2797 -0.3072 6.8219
N 0.6293 -6.7776 -5.8134
N 1.4746 -0.0396 3.6942
N 11.1886 4.9155 -5.5731
N 6.7925 2.6053 -5.0024
C -4.1823 2.4319 -1.1006
C -3.1486 0.3972 6.5644
C -5.2364 0.4875 -0.3407
C -4.0450 0.1164 0.5514
C 10.1108 2.5318 -5.6362
C 0.0958 -6.1405 -5.0224
C -7.0092 -1.5557 2.1927
C 10.7165 3.8703 -5.6008
C -7.4776 -1.9871 3.5206
C -1.1239 -3.6956 5.5104
C -1.8267 -0.9958 2.0995
C 0.6728 -1.0058 0.5274
C 2.4374 0.4464 -2.5439
C -4.2597 1.3006 6.2347
C -0.5661 -1.7650 -0.0285
C -1.9403 -1.4277 0.6686
C 6.1625 2.8023 -5.9400
C 4.6336 3.2378 -2.5760
C -3.2733 -1.1392 -1.5272
C -0.5880 -5.3245 -4.0084
C 5.3474 3.0547 -7.1339
C 1.4136 -0.5707 6.2543
C -0.6598 -3.0821 6.7618
C -3.8018 3.3781 0.0677
C -1.7454 -0.5673 3.2219
C 0.5732 0.5429 0.5433
C -2.8073 -0.4572 -0.2086
C 5.8612 3.2807 -1.7636
C 1.4479 -0.2688 4.8182
C 1.3486 1.2806 -0.5979
H -4.4091 -0.6733 1.2358
H -4.2056 -1.7206 -1.3926
H -0.9129 -5.9569 -3.1834
H -2.7791 3.1523 0.4045
H 5.6556 2.8955 -0.7657
H 6.6357 2.6737 -2.2290
H 3.4670 0.6466 -2.9068
H -2.1894 0.4125 -0.5090
H -4.5207 1.8983 7.1064
H 2.0939 -1.3904 6.4774
H 2.2191 -0.5984 -2.8525
H -0.4742 0.9037 0.5953
H -7.7111 -1.1166 4.1322
H -1.4575 -4.8393 -4.4486
H -3.4702 -0.3321 -2.2614
H 9.0545 2.5962 -5.3750
H 5.8665 3.7455 -7.7963
H 5.1673 2.1201 -7.6623
H -6.7031 -2.5724 4.0144
H -2.5150 -2.3822 0.6820
H -4.5648 3.2772 0.8590
H 1.7695 2.2087 -0.1433
H 0.4079 -0.8563 6.5421
H -0.3864 -2.8425 0.1677
H -3.9673 1.9639 5.4221
H 1.0234 0.8742 1.4987
H 10.2062 2.1094 -6.6356
H -1.7626 -0.3667 4.2877
H 1.5632 -1.4045 0.0116
H 0.6159 1.6245 -1.3483
H -0.6793 -4.6830 5.3964
H 6.2153 4.3072 -1.6835
H 0.0877 -4.5614 -3.6265
H -5.1283 0.7208 5.9271
H 1.7128 0.3062 6.8267
H -0.8345 -3.0733 4.6630
H -3.8906 4.4181 -0.3033
H -3.7450 0.9561 1.2105
H 0.7682 -1.3277 1.5859
H 10.6146 1.8788 -4.9252
H -8.3726 -2.5977 3.4147
H 1.7863 1.1684 -3.0596
H 4.3925 3.4890 -6.8413
H -2.2083 -3.7921 5.5268
```

- Charge: 0
- Lowest unoccupied orbital energy: -0.313 eV
- HOMO-LUMO gap: 8.61 eV
- Energy: -68904.41070 eV
- SMILES string: C#C[C@H]1[C@H](CC(=O)OC(C)=O)COS(=O)(=O)[C@H]1CCCOC.CC#N.CC#N.CC#N.CC#N.CC#N.CC#N.CC#N.CC#N

Mulliken atomic charge list, values in e, 6 entries: atom 1 (S): 1.46, atom 2 (O): -0.38, atom 3 (O): -0.46, atom 4 (O): -0.42, atom 5 (O): -0.34, atom 6 (O): -0.72

=====

3.
C30H45BClGeN13O3RuSe | the ωB97M-V functional and the def2-TZVPD basis

```
96
C30H45BClGeN13O3RuSe | OMol25 | the ωB97M-V functional and the def2-TZVPD basis
Ru 1.0921 -0.3672 1.3994
Se -1.9511 -0.5319 1.2855
Ge -4.4396 0.3426 3.2240
Cl -0.3462 2.2522 -8.8761
O -0.4899 1.9264 0.2120
O -2.3812 1.2631 -0.9628
O -1.4581 2.1046 -3.1094
N 2.5744 1.5108 -0.3876
N 0.9346 -3.9870 3.7123
N 2.6135 1.3875 -3.4100
N 0.4319 -1.8298 4.3727
N 3.0631 -0.9941 0.8833
N 0.8004 -1.0180 -0.5420
N 0.9284 0.2516 3.4087
N 1.9910 1.4342 0.8134
N 3.5365 -0.7747 -0.3822
N 3.4297 0.7292 -2.5372
N 1.4525 -0.4825 -1.5928
N 0.7405 -2.3012 2.1026
N 0.0149 0.0881 5.5509
C -0.0822 -1.8807 -1.0375
C -0.5366 2.6382 -2.2208
C -1.9646 1.4384 -5.3139
C 4.5350 -1.6344 -0.6445
C 4.7281 0.8491 -2.9103
C 1.0512 -5.0091 2.6799
C -0.1175 2.9738 -4.9620
C -1.6979 1.4772 -6.6741
C 4.7681 1.5738 -4.0721
C 3.1224 2.7362 -0.5596
C 4.7454 -2.4231 0.4645
C -0.6553 2.2447 -7.1742
C 0.4814 -0.4508 4.3939
C 2.1369 2.6172 1.3946
C -3.1133 0.6369 -4.7593
C 3.7963 -1.9811 1.3859
C 3.4195 1.8815 -4.3360
C 0.7226 -2.7092 3.3268
C -1.1439 2.1893 -4.4861
C -2.6407 -0.0937 -0.4862
C -5.1809 1.9102 4.0823
C 2.8490 3.4874 0.5603
C 1.1358 -4.3879 5.1043
C 0.0028 -1.9222 -2.4334
C 0.1331 3.0003 -6.3303
C -2.7469 0.8974 2.3623
C -5.6123 -0.3902 1.8641
C -3.8946 -1.0376 4.4829
C -0.7672 2.0358 -0.8737
C 1.0043 -1.0279 -2.7425
B 2.7850 0.2537 -1.2646
H 0.2198 -4.9435 1.9761
H -5.9112 0.3730 1.1432
H 1.7526 2.8031 2.3841
H -3.4290 -0.5941 5.3648
H -4.5071 2.2966 4.8473
H 3.6663 2.9839 -1.4569
H 0.8810 1.2418 3.6133
H -5.3628 2.6949 3.3471
H 1.0083 -5.9858 3.1515
H -4.7506 -1.6273 4.8120
H -3.9455 1.2919 -4.4852
H -6.5179 -0.7757 2.3335
H -0.2361 -0.4795 6.3404
H 1.7960 -5.2507 5.1235
H -3.4813 -0.0725 -5.4966
H 3.6266 -2.3126 2.3984
H -5.1328 -1.2179 1.3380
H 1.4275 -0.7394 -3.6893
H -0.7107 -2.4545 -0.3735
H -2.3093 0.9003 -7.3561
H 1.0236 -3.0250 1.4549
H 0.5070 2.3838 -2.4718
H -6.1323 1.6681 4.5574
H 1.6275 -3.6004 5.6720
H 0.1393 1.0694 5.7258
H 3.0062 2.4434 -5.1606
H -0.5602 -2.5377 -3.1145
H -3.1844 -1.7161 4.0033
H -2.1424 -0.7827 -1.1575
H -1.9989 1.1372 3.1192
H -0.6335 3.7207 -2.0622
H -3.7133 -0.2618 -0.4828
H 5.6365 1.8489 -4.6454
H 1.9949 -4.9279 2.1336
H -2.8147 0.0809 -3.8657
H 3.1409 4.5046 0.7560
H 5.4880 -3.1907 0.5932
H -2.8622 1.7686 1.7168
H -2.6510 1.3355 -1.9007
H 0.9325 3.6096 -6.7285
H 5.5284 0.4297 -2.3224
H 0.0786 -2.2642 5.2075
H 5.0187 -1.6457 -1.6076
H 0.4882 3.5914 -4.3117
H 0.1982 -4.6689 5.5911
```

- Energy relative to the best compared isomer or geometry (same formula, charge and spin): 34.4 kcal/mol
- Charge: +2
- Lowest unoccupied orbital energy: -4.943 eV
- HOMO-LUMO gap: 7.45 eV
- Energy: -194986.49684 eV

Mulliken atomic charge list, values in e, 6 entries: atom 1 (Ru): -0.05, atom 2 (Se): -0.26, atom 3 (Ge): 0.56, atom 4 (Cl): -0.19, atom 5 (O): -0.06, atom 6 (O): -0.40

=====

4.
C30H45BrN2P2Pd | the ωB97M-V functional and the def2-TZVPD basis

```
81
C30H45BrN2P2Pd | OMol25 | the ωB97M-V functional and the def2-TZVPD basis
Pd 0.5490 0.6327 -1.2863
Br 1.5347 2.2341 -3.0149
P 3.2314 0.4898 -1.6595
P -0.3944 -1.3629 -0.7626
N -5.7268 -1.8509 4.2747
N 0.8527 1.0836 1.4088
C 4.6858 0.6102 -4.1888
C -6.0034 -0.5028 2.3312
C -6.3212 -1.6231 3.1071
C -1.7261 -2.0152 -3.2478
C 0.3379 1.9658 2.2599
C -4.5484 1.5248 1.9982
C 1.6004 1.0657 4.1092
C 4.0194 2.0549 -1.0491
C -5.0687 0.4465 2.8309
C -3.5920 2.0046 -0.1901
C -1.1740 1.6738 -1.1970
C -2.3500 -1.6875 1.3982
C 0.3283 -2.6432 0.3685
C 0.6968 2.0074 3.6121
C 5.6426 -0.8469 -0.9273
C -4.8656 -0.9818 4.7853
C -4.6894 1.5591 0.6324
C -4.5305 0.2035 4.1138
C -3.4875 1.4777 -1.5101
C 4.1238 -0.7943 -0.7037
C 4.5809 2.9925 -2.1140
C -1.2852 2.7219 -0.2904
C -2.2143 1.3963 -2.0876
C 1.6511 -3.2459 -0.0873
C 3.5303 -0.0283 -3.4336
C 1.7015 0.1632 1.8786
C -2.5269 2.7807 0.3554
C 2.0967 0.1048 3.2240
C -2.1032 -1.2570 -0.0489
C -0.6186 -2.4094 -2.2695
H 1.8061 -4.2059 0.4232
H 3.2410 2.5674 -0.4560
H 3.6037 -1.1244 -3.4335
H -1.9776 -2.6936 1.6292
H 4.7701 3.9763 -1.6739
H 2.7865 -0.6867 3.5100
H 3.8971 -0.6693 0.3662
H 5.6544 0.1383 -3.9649
H 4.7617 1.6876 -4.0051
H -5.5720 1.1647 0.1169
H 3.6833 -1.7538 -1.0003
H -1.6470 -0.9750 -3.5927
H 2.5933 0.2186 -3.9563
H 5.5325 2.6296 -2.5220
H 2.4898 -2.6036 0.1980
H -3.9771 2.3021 2.5331
H 1.9162 1.0999 5.1487
H 4.5100 0.4977 -5.2690
H -0.7920 -3.4285 -1.8826
H -3.8290 0.9056 4.5686
H 0.4426 -2.1730 1.3615
H -2.7275 -2.1712 -2.8248
H -0.3853 2.6729 1.8575
H -2.6366 3.2798 1.3238
H -4.3824 -1.2008 5.7412
H 5.9132 -0.7429 -1.9841
H 0.3493 -2.4065 -2.7956
H -6.4837 -0.3780 1.3629
H 2.0975 -0.5742 1.1621
H 4.8042 1.7337 -0.3416
H -0.4470 3.3941 -0.1188
H -1.9010 -0.9707 2.1009
H -1.6493 -2.6683 -4.1289
H -0.4450 -3.4330 0.4452
H 6.1864 -0.0816 -0.3602
H -3.4331 -1.6897 1.5733
H -7.0392 -2.3641 2.7485
H 6.0219 -1.8221 -0.5884
H -2.3702 -0.1966 -0.1537
H 0.2475 2.8026 4.2007
H 3.8462 3.1495 -2.9215
H -4.3398 0.9862 -1.9888
H -2.0067 1.1029 -3.1147
H -2.7551 -1.8063 -0.7464
H 1.7052 -3.4337 -1.1673
```

- Spin multiplicity: 5
- Energy relative to the best compared isomer or geometry (same formula, charge and spin): 36.3 kcal/mol
- Charge: +4
- <S²>: 6.107
- Lowest unoccupied orbital energy (spin up / spin down): -12.548 / -14.875 eV
- HOMO-LUMO gap (spin up / spin down): 6.95 / 5.28 eV
- Energy: -126873.57317 eV

Mulliken atomic charge list, values in e, 6 entries: atom 1 (Pd): -0.59, atom 2 (Br): -0.27, atom 3 (P): 1.06, atom 4 (P): 1.74, atom 5 (N): 0.10, atom 6 (N): 0.68

=====

Q: Look up the charge of the third one.
A: +2

=====

Q: Look up the charge of the fourth one.
A: +4

=====

Q: What is the energy in the first record?
A: -67549.92788 eV